# 1
# C31H35N7O5RuS

A structure of composition C31H35N7O5RuS (the ωB97M-V functional and the def2-TZVPD basis, the Open Molecules 2025 dataset).

```
80
C31H35N7O5RuS | the Open Molecules 2025 dataset | the ωB97M-V functional and the def2-TZVPD basis
Ru 0.171 -0.175 0.459
C -2.524 0.337 2.012
N -2.201 0.426 0.589
C -3.005 -0.428 -0.280
C -2.170 -1.100 -1.329
N -0.865 -1.187 -1.300
C -0.513 -1.976 -2.400
C 0.732 -2.450 -2.806
C 0.773 -3.231 -3.942
C -0.395 -3.544 -4.659
C -1.637 -3.100 -4.252
C -1.662 -2.316 -3.104
N -2.709 -1.733 -2.396
C -1.935 -0.927 2.568
N -1.132 -1.694 1.872
C -0.772 -2.727 2.749
C 0.073 -3.814 2.549
C 0.239 -4.690 3.601
C -0.420 -4.495 4.828
C -1.260 -3.421 5.037
C -1.414 -2.547 3.968
N -2.164 -1.383 3.817
H -2.078 1.200 2.512
H -3.604 0.364 2.206
H -2.204 1.393 0.285
H -3.469 -1.216 0.320
H -3.820 0.129 -0.755
H 1.626 -2.223 -2.239
H 1.721 -3.619 -4.287
H -0.320 -4.163 -5.542
H -2.533 -3.362 -4.794
H -3.689 -1.791 -2.612
H 0.587 -3.955 1.609
H 0.893 -5.542 3.487
H -0.263 -5.205 5.628
H -1.761 -3.271 5.983
H -2.731 -0.935 4.517
C 7.584 2.171 2.172
C 6.237 1.527 2.331
C 5.581 1.561 3.562
C 4.327 1.002 3.713
C 3.714 0.412 2.608
C 4.348 0.350 1.376
C 5.613 0.903 1.256
S 2.126 -0.247 2.839
O 1.856 -1.236 1.793
O 1.970 -0.624 4.209
N 1.010 0.896 2.453
C 1.257 2.254 2.434
C 0.980 2.781 0.879
O 1.614 3.766 0.604
O 0.109 2.111 0.265
H 8.205 2.019 3.053
H 7.472 3.249 2.035
H 8.114 1.778 1.306
H 6.070 2.016 4.414
H 3.832 0.998 4.673
H 3.866 -0.124 0.530
H 6.129 0.839 0.307
H 2.229 2.614 2.763
H 0.440 2.823 2.896
O 1.967 0.303 -0.972
C 2.282 0.655 -2.110
C 1.316 0.740 -3.262
C 1.470 2.114 -3.943
C 1.773 3.278 -2.985
C 3.248 3.495 -2.614
C 3.881 2.389 -1.778
N 3.568 1.066 -2.377
H 0.312 0.598 -2.863
H 1.501 -0.072 -3.970
H 0.544 2.322 -4.480
H 2.246 2.059 -4.713
H 1.177 3.169 -2.078
H 1.419 4.198 -3.454
H 3.331 4.431 -2.061
H 3.833 3.624 -3.532
H 3.502 2.386 -0.760
H 4.964 2.498 -1.728
H 3.722 1.120 -3.378
```

Values from the calculation:
Total charge = +1
<S²> = 8.76
Total energy = -2454.6817 Eh
Frontier orbital gap (alpha / beta) = 8.60 / 6.05 eV
Multiplicity = 6
Relative energy (zero: lowest compared OMol25 entry of this formula, charge and spin) = 0.0 kcal per mole



# 2
# C33H69ClN5OsSSb2Si3

A structure of composition C33H69ClN5OsSSb2Si3 (the ωB97M-V functional and the def2-TZVPD basis, the Open Molecules 2025 dataset).

```
115
C33H69ClN5OsSSb2Si3 | the Open Molecules 2025 dataset | the ωB97M-V functional and the def2-TZVPD basis
Os 0.259 -0.358 -0.321
C -2.382 3.221 2.881
C -1.017 2.651 2.868
N -0.061 2.901 3.704
N 0.999 2.165 3.271
C 0.731 1.452 2.191
S 1.731 0.370 1.291
N -0.554 1.753 1.912
N -1.216 1.223 0.803
H -2.480 3.871 3.747
H -3.136 2.435 2.944
H -2.564 3.810 1.980
H 1.875 2.212 3.774
H -1.504 1.981 0.174
H -2.053 0.722 1.097
C 3.793 -2.754 -1.844
Si 4.269 -0.966 -2.083
C 5.025 -0.556 -3.736
C 5.216 -0.299 -0.619
Sb 1.975 0.350 -2.227
Si 2.539 2.882 -1.741
C 3.072 3.552 -3.392
C 3.870 2.924 -0.436
C 0.963 3.636 -1.068
Si 1.182 -0.277 -4.645
C -0.605 0.221 -4.924
C 1.394 -2.140 -4.656
C 2.343 0.600 -5.817
H 4.666 -3.312 -1.494
H 3.447 -3.224 -2.765
H 3.020 -2.857 -1.086
H 6.084 -0.830 -3.729
H 4.972 0.512 -3.955
H 4.551 -1.105 -4.550
H 5.838 -1.106 -0.220
H 4.575 0.046 0.192
H 5.880 0.517 -0.905
H 4.078 3.219 -3.654
H 3.094 4.646 -3.346
H 2.388 3.276 -4.196
H 4.868 2.847 -0.867
H 3.759 2.142 0.313
H 3.807 3.889 0.077
H 0.137 3.642 -1.778
H 1.158 4.671 -0.774
H 0.651 3.097 -0.167
H -1.206 0.332 -4.021
H -1.081 -0.525 -5.568
H -0.652 1.172 -5.457
H 1.107 -2.613 -3.714
H 2.431 -2.412 -4.860
H 0.789 -2.576 -5.457
H 2.893 1.420 -5.357
H 1.769 1.018 -6.648
H 3.072 -0.092 -6.240
Cl -3.142 6.295 -5.634
C -3.046 5.014 -4.504
C -4.149 4.710 -3.702
C -4.070 3.679 -2.799
C -2.885 2.904 -2.664
C -2.811 1.851 -1.751
C -1.786 3.243 -3.500
C -1.861 4.278 -4.398
H -5.054 5.292 -3.802
H -4.927 3.447 -2.178
H -3.670 1.574 -1.149
H -1.916 1.242 -1.673
H -0.877 2.657 -3.430
H -1.022 4.537 -5.030
C 0.603 -1.295 4.234
C -0.715 -1.991 3.909
C -1.873 -1.072 4.293
C -0.787 -3.320 4.650
Sb -0.827 -2.325 1.732
C -2.882 -2.972 1.304
C -3.432 -3.881 2.401
C -2.936 -3.719 -0.024
C -3.717 -1.693 1.187
C 0.489 -3.988 1.217
C -0.039 -5.329 1.724
C 1.866 -3.705 1.818
C 0.597 -4.008 -0.305
H 0.653 -1.130 5.315
H 0.667 -0.324 3.755
H 1.479 -1.879 3.954
H -1.824 -0.873 5.368
H -2.851 -1.508 4.094
H -1.812 -0.103 3.783
H -0.822 -3.106 5.723
H 0.099 -3.931 4.477
H -1.671 -3.907 4.408
H -2.801 -4.753 2.575
H -4.412 -4.250 2.085
H -3.577 -3.364 3.349
H -2.412 -4.673 0.007
H -2.529 -3.121 -0.833
H -3.983 -3.933 -0.259
H -3.695 -1.086 2.095
H -4.764 -1.950 1.002
H -3.388 -1.082 0.336
H -0.111 -5.365 2.810
H 0.652 -6.119 1.418
H -1.016 -5.580 1.311
H 1.857 -3.751 2.907
H 2.263 -2.731 1.514
H 2.568 -4.471 1.474
H -0.357 -4.196 -0.799
H 1.289 -4.803 -0.603
H 1.003 -3.068 -0.692
C -2.382 -2.526 -3.549
C -1.580 -1.839 -2.555
N -0.947 -1.296 -1.771
H -1.846 -2.548 -4.497
H -3.332 -2.005 -3.673
H -2.567 -3.548 -3.213
```

Values from the calculation:
Total charge = +3
<S²> = 6.06
Total energy = -3869.7268 Eh
Frontier orbital gap (alpha / beta) = 5.85 / 5.72 eV
Multiplicity = 5
Relative energy (zero: lowest compared OMol25 entry of this formula, charge and spin) = 0.0 kcal per mole



# 3
# C14H33Cl2N4OP2Ru

A structure of composition C14H33Cl2N4OP2Ru (the ωB97M-V functional and the def2-TZVPD basis, the Open Molecules 2025 dataset).

```
57
C14H33Cl2N4OP2Ru | the Open Molecules 2025 dataset | the ωB97M-V functional and the def2-TZVPD basis
C -4.640 3.603 -0.919
C -4.113 2.321 -0.416
H -3.726 4.112 -1.258
H -5.124 4.177 -0.144
H -5.320 3.369 -1.739
O -2.909 2.179 -0.181
Cl -5.035 0.914 -0.281
Ru -0.370 -0.851 0.096
P -1.043 -0.009 2.022
C 0.124 0.806 3.233
C -2.457 1.074 2.465
H -2.523 1.233 3.556
H -1.740 -1.170 4.029
H -3.395 0.625 2.111
H -2.541 -1.827 2.556
H 0.470 1.776 2.827
H -2.352 2.049 1.980
C -1.592 -1.463 2.987
H -0.436 0.975 4.166
H -0.833 -2.250 2.906
H 0.981 0.144 3.447
P -1.177 -1.081 -1.958
C -0.007 -1.139 -3.379
C -2.120 -2.635 -2.074
H -3.365 -0.027 -2.292
H -2.368 -0.180 -3.799
H -2.014 1.110 -2.596
C -2.364 0.078 -2.729
H -2.897 -2.633 -1.301
H -2.576 -2.705 -3.065
H -0.599 -1.284 -4.287
H 0.715 -1.956 -3.266
H -1.449 -3.482 -1.895
H 0.519 -0.178 -3.447
Cl -0.122 -3.118 0.440
C 2.276 -0.867 -1.173
N 1.651 -0.399 0.114
C 1.879 1.074 0.158
N 3.313 1.370 0.192
C 3.952 0.809 -1.023
N 3.717 -0.644 -1.174
C 4.292 -1.323 0.019
N 3.761 -0.815 1.291
C 2.314 -1.060 1.306
C 3.957 0.656 1.328
H 1.823 -0.225 -1.942
H 2.033 -1.931 -1.326
H 1.377 1.470 1.050
H 1.417 1.468 -0.755
H 5.040 0.951 -0.932
H 3.567 1.328 -1.913
H 4.097 -2.400 -0.060
H 5.363 -1.126 -0.005
H 1.889 -0.628 2.230
H 2.095 -2.145 1.284
H 5.029 0.831 1.260
H 3.557 1.053 2.274
```

Values from the calculation:
Total charge = +2
<S²> = 8.76
Total energy = -2544.8304 Eh
Frontier orbital gap (alpha / beta) = 10.08 / 5.45 eV
Multiplicity = 6
Relative energy (zero: lowest compared OMol25 entry of this formula, charge and spin) = 0.0 kcal per mole



# 4
# C56H78CsGeN20O2PS2

A structure of composition C56H78CsGeN20O2PS2 (the ωB97M-V functional and the def2-TZVPD basis, the Open Molecules 2025 dataset).

```
161
C56H78CsGeN20O2PS2 | the Open Molecules 2025 dataset | the ωB97M-V functional and the def2-TZVPD basis
Cs -0.423 0.228 -0.407
C -4.135 -1.504 6.994
C -3.718 -1.773 5.571
C -4.579 -2.368 4.652
C -4.189 -2.639 3.355
C -2.890 -2.340 2.859
N -2.521 -2.542 1.576
C -2.817 -3.713 0.968
C -2.803 -4.966 1.636
C -2.987 -6.166 0.977
C -3.207 -6.229 -0.396
C -3.355 -7.539 -1.127
C -3.258 -5.016 -1.074
C -3.090 -3.801 -0.423
N -3.315 -2.619 -1.198
C -4.472 -2.324 -1.838
C -4.289 -1.114 -2.471
C -2.972 -0.753 -2.145
N -2.390 -1.669 -1.380
C -2.027 -1.742 3.820
C -2.439 -1.466 5.119
N -0.654 -1.505 3.517
C 0.384 -2.016 4.222
C 1.541 -1.496 3.698
C 1.096 -0.653 2.665
N -0.223 -0.668 2.554
H -5.220 -1.566 7.103
H -3.821 -0.513 7.337
H -3.696 -2.229 7.687
H -5.590 -2.626 4.962
H -4.887 -3.117 2.676
H -2.612 -4.970 2.703
H -2.937 -7.091 1.547
H -3.284 -8.379 -0.433
H -2.575 -7.670 -1.883
H -4.318 -7.618 -1.642
H -3.429 -4.996 -2.147
H -5.314 -2.993 -1.768
H -5.004 -0.556 -3.051
H -2.431 0.132 -2.441
H -1.719 -0.997 5.785
H 0.203 -2.729 5.010
H 2.556 -1.722 3.981
H 1.677 -0.043 1.988
C -0.059 6.846 -4.179
C -0.924 5.647 -3.855
O -1.047 5.486 -2.433
P -0.255 4.255 -1.733
S -0.538 4.278 0.206
S -0.668 2.529 -2.632
O 1.246 4.727 -2.182
C 2.316 3.808 -2.392
C 3.134 4.270 -3.579
H 0.033 6.960 -5.262
H 0.935 6.715 -3.751
H -0.500 7.758 -3.771
H -0.529 4.730 -4.291
H -1.935 5.782 -4.239
H 1.905 2.817 -2.594
H 2.927 3.767 -1.485
H 2.519 4.257 -4.480
H 3.985 3.603 -3.735
H 3.509 5.285 -3.421
N 3.099 -2.210 -0.077
C 4.297 -1.873 -0.855
C 4.868 -0.519 -0.431
C 4.108 0.675 -1.011
N 2.823 0.893 -0.341
H 2.648 -3.017 -0.499
H 2.451 -1.436 -0.198
H 4.100 -1.834 -1.934
H 5.047 -2.652 -0.694
H 5.913 -0.457 -0.753
H 4.869 -0.456 0.664
H 3.899 0.472 -2.062
H 4.752 1.570 -0.969
H 2.266 1.537 -0.896
H 2.967 1.349 0.559
C -0.180 -1.095 -4.571
Ge 1.558 -1.303 -3.541
C 1.526 -3.280 -3.134
C 2.692 -4.055 -3.182
C 2.734 -5.359 -2.703
C 1.599 -5.933 -2.140
C 0.430 -5.184 -2.068
C 0.400 -3.885 -2.563
C 2.832 -1.262 -5.153
C 3.737 -0.224 -5.188
C 4.637 -0.021 -6.256
C 4.660 -0.878 -7.317
C 3.770 -1.979 -7.351
C 3.775 -2.893 -8.433
C 2.914 -3.954 -8.462
C 2.004 -4.149 -7.404
C 1.978 -3.281 -6.345
C 2.854 -2.166 -6.273
H -0.243 -1.700 -5.478
H -0.283 -0.042 -4.850
H -1.032 -1.357 -3.933
H 3.596 -3.628 -3.613
H 3.658 -5.927 -2.764
H 1.628 -6.944 -1.748
H -0.457 -5.600 -1.603
H -0.525 -3.317 -2.469
H 3.753 0.483 -4.363
H 5.314 0.827 -6.225
H 5.352 -0.737 -8.140
H 4.482 -2.734 -9.242
H 2.931 -4.650 -9.294
H 1.325 -4.993 -7.425
H 1.290 -3.439 -5.525
N -5.846 -0.269 0.354
N -4.817 0.659 0.295
N -4.822 1.696 -0.521
C -3.654 2.253 -0.235
N -2.984 1.564 0.715
N -3.744 0.561 1.047
H -6.464 -0.003 1.114
H -5.401 -1.143 0.624
H -3.247 3.134 -0.709
C 2.592 2.528 3.607
N 3.124 3.524 4.549
C 4.538 3.240 4.770
N 5.325 3.271 3.529
C 4.741 2.284 2.608
N 3.329 2.551 2.333
C 3.212 3.897 1.755
N 3.752 4.924 2.658
C 3.009 4.843 3.923
C 5.152 4.601 2.928
H 1.536 2.722 3.425
H 2.675 1.533 4.050
H 4.634 2.249 5.221
H 4.948 3.981 5.463
H 4.835 1.289 3.047
H 5.299 2.302 1.668
H 2.164 4.110 1.538
H 3.772 3.925 0.815
H 1.955 5.049 3.728
H 3.398 5.600 4.609
H 5.565 5.348 3.610
H 5.711 4.638 1.990
C -5.089 3.946 5.395
C -5.276 2.708 4.521
C -5.218 3.067 3.042
C -4.292 1.584 4.881
N -2.897 1.973 4.780
C -1.978 1.657 3.846
N -0.845 2.220 4.186
N -1.074 2.860 5.351
N -2.291 2.714 5.729
H -5.900 4.656 5.219
H -4.145 4.446 5.171
H -5.074 3.688 6.457
H -6.266 2.293 4.737
H -4.226 3.426 2.755
H -5.938 3.853 2.805
H -5.437 2.192 2.429
H -4.419 0.719 4.232
H -4.460 1.258 5.906
H -2.198 1.053 2.975
```

Values from the calculation:
Total charge = -2
Total energy = -6661.1962 Eh
Frontier orbital gap = 4.85 eV
Multiplicity = 1



no.,F_max (eV Å⁻¹)
1,0.55
2,1.24
3,6.50
4,0.92